{"formula": "C5H6N2O", "method": "ωB97M-V/def2-TZVPD", "smiles": "O=C/C=C1/C=CNN1", "homo_energy_ev": -7.7, "molar_mass_g_mol": 110.12, "largest_force_ev_per_a": 3.4, "relative_energy_kcal_mol": 35.2, "species": ["O", "C", "C", "C", "C", "C", "N", "N", "H", "H", "H", "H", "H", "H"], "xyz": [[2.2213, -0.9723, -0.1335], [2.2574, 0.2442, -0.0754], [1.1634, 1.0966, 0.1463], [-0.1023, 0.4877, 0.1123], [-1.4193, 1.1419, -0.0625], [-2.2829, 0.1587, -0.0905], [-1.6501, -1.0488, -0.1028], [-0.3106, -0.8276, 0.2179], [3.2144, 0.7836, -0.1068], [1.3545, 2.1176, 0.1879], [-1.4311, 2.1973, -0.3126], [-3.3360, 0.1810, -0.1411], [-2.0438, -1.7803, 0.4326], [0.4986, -1.3603, 0.0217]]}

{"formula": "CH3BrO", "method": "ωB97M-V/def2-TZVPD", "homo_energy_ev": -9.9, "molar_mass_g_mol": 110.94, "largest_force_ev_per_a": 4.4, "relative_energy_kcal_mol": 75.0, "species": ["C", "O", "Br", "H", "H", "H"], "xyz": [[0.0247, -0.2078, 0.6239], [0.1214, 0.1920, -1.5952], [-1.7704, -0.6740, 0.7632], [0.7507, -1.0497, 0.4747], [0.3514, 0.6258, 1.1838], [0.5222, 1.1136, -1.4503]]}

{"formula": "C27H30BrF7IrN6O3PS", "method": "ωB97M-V/def2-TZVPD", "total_charge": 3, "homo_energy_ev": [-17.2, -17.2], "molar_mass_g_mol": 954.72, "largest_force_ev_per_a": 2.1, "multiplicity": 2, "relative_energy_kcal_mol": 0.0, "species": ["Ir", "F", "C", "C", "F", "C", "F", "C", "P", "C", "C", "C", "C", "C", "C", "C", "C", "C", "C", "C", "C", "C", "Br", "C", "F", "H", "H", "H", "H", "H", "H", "H", "H", "H", "H", "N", "C", "C", "N", "H", "H", "H", "H", "H", "H", "H", "H", "C", "N", "C", "N", "C", "N", "C", "N", "C", "C", "H", "H", "H", "H", "H", "H", "H", "H", "H", "H", "H", "H", "F", "C", "F", "F", "S", "O", "O", "O"], "xyz": [[0.9730, 0.1604, 0.0930], [-3.2248, 5.6712, -1.4989], [-2.5107, 4.7943, -0.8435], [-2.3477, 4.9102, 0.5315], [-2.9113, 5.8986, 1.1822], [-1.5898, 3.9661, 1.2095], [-1.4550, 4.0844, 2.5246], [-0.9765, 2.9091, 0.5476], [-0.1037, 1.6480, 1.4942], [-1.4247, 0.9322, 2.4888], [-2.3400, 0.1061, 1.8184], [-3.4459, -0.3944, 2.4822], [-3.6556, -0.0679, 3.8191], [-2.7760, 0.7780, 4.4755], [-1.6658, 1.2899, 3.8146], [1.1587, 2.4654, 2.4718], [1.8718, 3.4966, 1.8524], [2.9154, 4.1150, 2.5231], [3.2592, 3.7052, 3.8050], [2.5677, 2.6673, 4.4182], [1.5222, 2.0400, 3.7557], [-1.1608, 2.8184, -0.8225], [-0.3169, 1.4530, -1.8255], [-1.9114, 3.7374, -1.5241], [-2.0641, 3.6277, -2.8331], [-2.2132, -0.0985, 0.7566], [-4.1582, -1.0196, 1.9605], [-4.5214, -0.4553, 4.3391], [-2.9603, 1.0595, 5.5035], [-1.0234, 1.9904, 4.3285], [1.6115, 3.8262, 0.8527], [3.4555, 4.9224, 2.0476], [4.0667, 4.1977, 4.3300], [2.8334, 2.3543, 5.4190], [0.9892, 1.2400, 4.2537], [2.5216, -0.0843, 1.4242], [2.4258, -1.3682, 2.1715], [0.9648, -1.5490, 2.4947], [0.2339, -1.4197, 1.1979], [3.3783, -0.0585, 0.8697], [2.5529, 0.7174, 2.0609], [3.0581, -1.3532, 3.0576], [2.7759, -2.1570, 1.5050], [0.6005, -0.7564, 3.1486], [0.7458, -2.5089, 2.9603], [-0.7713, -1.4015, 1.3733], [0.4242, -2.2426, 0.6238], [-1.2567, -1.4926, -3.4002], [-0.6489, -2.2440, -2.2839], [0.4740, -2.9711, -2.9115], [-0.0514, -3.8263, -3.9773], [-0.5753, -3.0863, -5.1212], [-1.6888, -2.4186, -4.4464], [-2.7040, -3.3525, -3.9393], [-2.1162, -4.1393, -2.8539], [-1.6380, -3.2414, -1.8048], [-0.9769, -4.8397, -3.4506], [-0.5240, -0.8011, -3.8164], [-2.1281, -0.9400, -3.0498], [0.9729, -3.6049, -2.1792], [1.1856, -2.2611, -3.3279], [-0.9260, -3.7537, -5.9039], [0.1485, -2.3695, -5.5012], [-3.0370, -4.0062, -4.7433], [-3.5530, -2.7761, -3.5728], [-1.1768, -3.8461, -1.0224], [-2.4917, -2.7117, -1.3814], [-1.3093, -5.4907, -4.2569], [-0.4548, -5.4306, -2.6989], [4.5806, -1.3874, -3.0689], [4.5264, -0.2621, -2.3867], [4.9590, 0.7490, -3.0983], [5.2127, -0.3718, -1.2570], [2.7539, 0.0341, -1.9432], [2.6909, 1.2100, -1.0317], [1.9933, 0.1030, -3.1508], [2.3815, -1.1192, -1.0587]]}

{"formula": "C22H30N2O2", "method": "ωB97M-V/def2-TZVPD", "smiles": "C/C(=C\\c1ccccc1)CN1CCN(Cc2ccc(C)o2)[C@H](CCO)C1", "homo_energy_ev": -8.4, "molar_mass_g_mol": 354.49, "largest_force_ev_per_a": 1.0, "relative_energy_kcal_mol": 62.1, "species": ["C", "C", "C", "C", "C", "C", "C", "C", "C", "C", "N", "C", "C", "N", "C", "C", "C", "C", "C", "C", "O", "C", "C", "C", "O", "C", "H", "H", "H", "H", "H", "H", "H", "H", "H", "H", "H", "H", "H", "H", "H", "H", "H", "H", "H", "H", "H", "H", "H", "H", "H", "H", "H", "H", "H", "H"], "xyz": [[2.2247, 0.5276, 1.9118], [2.5027, -0.7385, 1.1638], [3.5185, -0.9206, 0.3205], [4.5227, 0.0686, -0.0749], [4.1772, 1.3711, -0.4299], [5.1487, 2.2788, -0.8106], [6.4807, 1.9033, -0.8447], [6.8348, 0.6057, -0.5130], [5.8645, -0.3048, -0.1412], [1.5255, -1.8466, 1.4541], [0.1740, -1.4048, 1.1463], [-0.8487, -2.2853, 1.6649], [-2.2073, -1.6399, 1.4250], [-2.4461, -1.4349, 0.0038], [-3.8026, -0.9243, -0.2253], [-4.0383, 0.4716, 0.2574], [-4.3976, 0.9656, 1.4763], [-4.4136, 2.3775, 1.3482], [-4.0603, 2.6502, 0.0614], [-3.9000, 3.9329, -0.6730], [-3.8305, 1.4970, -0.6048], [-1.3844, -0.5956, -0.5618], [-1.5534, -0.3484, -2.0692], [-1.5421, -1.6182, -2.9285], [-2.5171, -2.5609, -2.5672], [-0.0320, -1.2579, -0.2799], [1.3551, 1.0284, 1.4888], [3.0759, 1.2020, 1.8861], [1.9868, 0.2920, 2.9477], [3.6637, -1.9050, -0.1104], [3.1381, 1.6637, -0.4348], [4.8641, 3.2844, -1.0857], [7.2385, 2.6150, -1.1379], [7.8714, 0.3030, -0.5484], [6.1438, -1.3168, 0.1163], [1.7955, -2.7600, 0.8945], [1.5565, -2.0829, 2.5230], [-0.6988, -2.4186, 2.7390], [-0.8196, -3.2788, 1.1803], [-2.9945, -2.2926, 1.8109], [-2.2376, -0.6860, 1.9756], [-4.0151, -0.9775, -1.2943], [-4.4868, -1.6015, 0.2923], [-4.6346, 0.3987, 2.3538], [-4.6557, 3.0887, 2.1113], [-2.8884, 4.0215, -1.0680], [-4.0960, 4.7647, -0.0034], [-4.5925, 3.9798, -1.5128], [-1.3748, 0.3891, -0.0575], [-0.7297, 0.2886, -2.3979], [-2.4792, 0.1990, -2.2442], [-1.7507, -1.3508, -3.9690], [-0.5415, -2.0760, -2.8982], [-2.4699, -2.6659, -1.6029], [0.7650, -0.6321, -0.6873], [0.0107, -2.2429, -0.7767]]}

{"formula": "C11H22F5N4O", "method": "ωB97M-V/def2-TZVPD", "total_charge": 1, "homo_energy_ev": -12.5, "molar_mass_g_mol": 321.31, "largest_force_ev_per_a": 1.3, "species": ["C", "C", "C", "C", "N", "C", "C", "N", "C", "C", "F", "F", "C", "F", "F", "F", "C", "H", "H", "H", "H", "H", "H", "H", "H", "H", "H", "H", "H", "H", "H", "H", "H", "H", "H", "C", "O", "N", "N", "H", "H", "H", "H"], "xyz": [[0.3231, 2.2103, 1.8292], [-0.8436, 1.2583, 2.1090], [-1.9042, 1.2444, 1.0092], [-3.0107, 0.2150, 1.2575], [-1.2693, 1.0490, -0.3508], [-2.0597, 1.6598, -1.4721], [-1.1915, 1.6737, -2.7169], [-0.7518, 0.3174, -3.0746], [-0.1307, -0.4355, -1.9766], [0.0021, -1.8998, -2.4634], [0.3139, -1.9007, -3.7594], [-1.1733, -2.5362, -2.3268], [1.0978, -2.7576, -1.7536], [1.2976, -2.3371, -0.4967], [2.2354, -2.6474, -2.3763], [0.7532, -4.0102, -1.7003], [-1.0214, -0.3822, -0.7295], [0.9961, 1.8240, 1.0526], [-0.0363, 3.2042, 1.5234], [0.9445, 2.3394, 2.7184], [-0.4808, 0.2450, 2.3313], [-1.3622, 1.5945, 3.0167], [-2.3700, 2.2376, 0.9755], [-2.5888, -0.7574, 1.5370], [-3.6799, 0.0878, 0.3997], [-3.6044, 0.5677, 2.1071], [-0.3584, 1.5197, -0.3691], [-2.3688, 2.6695, -1.1877], [-2.9522, 1.0462, -1.6225], [-1.7917, 2.0631, -3.5452], [-0.3408, 2.3656, -2.5754], [-0.0540, 0.4018, -3.8100], [0.8859, -0.0704, -1.7362], [-0.6020, -0.9313, 0.1151], [-1.9910, -0.8119, -0.9917], [3.4739, -0.9100, 2.1000], [3.0773, -0.0027, 1.3791], [4.4802, -0.7452, 2.9982], [2.9135, -2.1518, 2.0324], [4.8257, -1.4831, 3.5827], [4.9162, 0.1578, 3.0428], [2.2021, -2.2428, 1.3341], [3.1991, -2.9387, 2.5839]]}

{"formula": "C12H43HgO12", "method": "ωB97M-V/def2-TZVPD", "total_charge": 1, "homo_energy_ev": -11.7, "molar_mass_g_mol": 580.05, "largest_force_ev_per_a": 1.0, "relative_energy_kcal_mol": 0.0, "species": ["Hg", "C", "C", "O", "O", "H", "H", "H", "C", "O", "H", "H", "H", "H", "C", "O", "H", "H", "H", "H", "C", "O", "H", "H", "H", "H", "C", "O", "H", "H", "H", "H", "C", "O", "H", "H", "H", "H", "C", "O", "H", "H", "H", "H", "C", "O", "H", "H", "H", "H", "C", "O", "H", "H", "H", "H", "C", "O", "H", "H", "H", "H", "C", "O", "H", "H", "H", "H"], "xyz": [[-0.2388, -2.7952, -1.2800], [0.0382, 1.3038, -0.4204], [-0.2021, -0.1660, -0.5286], [-1.0621, -0.5920, -1.3711], [0.4979, -0.9754, 0.1346], [0.5221, 1.6127, -1.3527], [0.6694, 1.5543, 0.4242], [-0.8843, 1.8876, -0.4067], [1.6178, -2.7866, 3.1812], [2.1253, -2.0765, 2.0585], [1.2974, -2.1035, 3.9697], [0.7891, -3.4442, 2.8938], [2.4240, -3.3992, 3.5772], [1.4099, -1.5403, 1.6773], [2.0879, -0.9977, -3.0088], [1.9357, -2.2875, -2.3589], [1.0910, -0.6341, -3.2447], [2.5578, -0.2874, -2.3276], [2.6757, -1.0946, -3.9185], [2.8024, -2.7033, -2.3198], [-2.9453, 4.3536, -1.7572], [-1.8951, 4.5974, -0.8296], [-3.9290, 4.5519, -1.3186], [-2.8055, 5.0236, -2.6011], [-2.9457, 3.3192, -2.1204], [-2.1526, 4.1557, -0.0131], [2.1018, -5.0043, 0.3094], [1.4657, -3.7588, 0.0479], [3.0578, -5.0786, -0.2145], [2.2802, -5.1272, 1.3778], [1.4479, -5.8003, -0.0378], [1.8468, -3.0338, 0.5915], [-1.7393, 2.9287, 2.1925], [-2.8641, 2.9306, 1.2955], [-2.0012, 3.3709, 3.1561], [-1.3359, 1.9184, 2.3038], [-0.9506, 3.5513, 1.7720], [-3.5688, 2.4414, 1.7280], [1.6944, 4.5008, 2.7000], [2.4814, 5.5240, 2.1176], [2.1345, 4.0303, 3.5823], [0.7287, 4.9110, 2.9980], [1.4655, 3.7232, 1.9531], [3.2860, 5.1354, 1.7658], [-0.5948, 1.9163, -3.9972], [-1.6822, 1.0466, -3.6928], [-0.5008, 2.7314, -3.2770], [0.3618, 1.3762, -4.0605], [-0.7800, 2.3371, -4.9831], [-1.4976, 0.5728, -2.8703], [-1.8945, -4.4937, 1.2365], [-1.2934, -3.2297, 0.8412], [-2.9769, -4.4638, 1.1162], [-1.4827, -5.2749, 0.6051], [-1.6524, -4.7183, 2.2745], [-1.5427, -2.5725, 1.4983], [-1.8160, -2.1252, -4.0812], [-0.6265, -2.7599, -3.5465], [-2.3331, -1.6357, -3.2651], [-1.5486, -1.3807, -4.8253], [-2.4865, -2.8709, -4.5130], [-0.1071, -3.1123, -4.2756], [1.3620, 0.9703, 3.6325], [1.4671, 1.7746, 4.7919], [0.6551, 0.1367, 3.7366], [1.0410, 1.5803, 2.7814], [2.3424, 0.5430, 3.4377], [0.5741, 2.0131, 5.0579]]}